Record 1
Entry from OMol25: a structure of composition C35H45BN8RuTe (ωB97M-V/def2-TZVPD).

Geometry as ORCA input:
```
! RIJCOSX wB97M-V def2-TZVPD def2/J DEFGRID3
* xyz 2 1
H -5.903 -3.741 -1.133
H -2.220 1.788 0.991
H 3.008 2.784 1.391
C 0.785 2.571 3.609
N -1.431 -0.806 -0.764
H -4.992 -2.715 1.060
H -2.650 -3.133 -2.787
H -1.491 -5.385 2.777
C 0.274 4.735 2.288
N 1.131 -1.582 -0.529
Ru -0.589 -2.786 -0.545
H 3.765 8.669 -1.368
C -4.887 -3.696 -1.521
H 0.138 -5.233 2.073
C 0.205 -4.690 -1.730
H -3.759 -1.802 0.183
C 1.507 -5.230 -2.234
H -0.349 -3.598 -3.518
N -1.255 0.043 0.284
C 2.410 -0.176 0.586
H 1.734 -2.606 -2.884
H 1.372 -6.302 -2.393
H -0.370 4.977 1.445
C 3.311 6.679 -0.687
H -0.401 5.120 -2.535
H -1.988 -1.317 -3.360
B -0.087 -0.206 1.264
C 2.639 -2.252 -2.400
C -0.230 5.749 -1.659
N -0.406 -2.574 1.769
H -0.167 5.145 3.196
H 1.804 -4.791 -3.182
N 1.172 -0.694 0.504
C -0.670 -3.921 -2.537
N 0.292 1.104 2.011
H 3.557 2.277 -0.208
H 4.205 -0.474 -0.654
C -2.472 -4.092 -0.863
H 1.630 7.634 -1.596
C -2.170 1.027 0.231
H 4.800 5.441 0.230
C 0.693 1.239 3.288
C 2.324 -1.556 -1.125
N -0.538 -1.302 2.225
H 4.604 3.258 0.827
C 0.427 3.264 2.453
C -1.063 -2.606 3.913
C -2.912 0.864 -0.916
C 2.009 6.713 -1.168
H 2.660 0.542 1.345
C 3.177 -0.695 -0.424
H -4.158 -4.829 0.127
H -1.191 -0.389 4.023
H 1.040 2.998 4.565
C 2.997 4.347 -0.084
H -3.699 1.499 -1.285
C -0.535 -4.861 2.844
H 0.431 -5.592 0.200
C -1.553 -4.748 -0.034
H -4.770 -2.715 -1.992
H 5.182 7.644 -1.102
C 3.574 3.096 0.512
H 3.127 -1.548 -3.074
C -1.987 -3.662 -2.118
C -2.811 -0.797 -2.869
H -3.081 0.056 -3.488
H -0.411 6.779 -1.957
C -0.237 -5.044 -0.449
C -2.409 -0.291 -1.522
H 0.867 0.372 3.903
C 1.170 5.606 -1.120
H 2.306 -5.106 -1.504
C -3.896 -3.896 -0.380
Te 0.417 2.746 -0.633
H -1.881 -5.039 0.957
H 3.326 -3.084 -2.250
C 3.785 5.485 -0.147
H -4.789 -4.466 -2.287
C -0.689 -3.374 2.805
C 4.188 7.895 -0.731
C 1.679 4.416 -0.573
H 1.239 5.217 2.131
H -0.982 5.477 -0.915
C -0.972 -1.303 3.496
H -1.347 -2.970 4.886
H -0.103 -5.130 3.807
N 0.190 2.367 1.478
H 4.309 8.311 0.270
C -3.984 -2.765 0.648
H -3.286 -2.916 1.475
H -3.687 -1.447 -2.833
*
```

**HOMO-LUMO gap**: 7.67 eV
**LUMO energy**: -0.1992 hartree
**Relative energy (zero: lowest compared OMol25 entry of this formula, charge and spin)**: 7.62 kJ/mol

Record 2
Entry from OMol25: a structure of composition C2H9N2 at a distorted geometry (ωB97M-V/def2-TZVPD).

Geometry as ORCA input:
```
! RIJCOSX wB97M-V def2-TZVPD def2/J DEFGRID3
* xyz 1 1
H 0.326 -0.541 -2.729
C -0.341 0.100 1.316
H 0.682 -1.282 0.089
H 0.603 0.949 -2.009
H -0.224 -0.226 -0.946
H 0.410 1.374 2.695
H -1.456 0.397 1.520
C -0.171 -0.751 0.242
N 0.595 0.565 2.161
N -0.009 0.191 -2.127
H 1.431 0.001 2.518
H -1.050 -1.369 -0.044
H -0.795 0.591 -2.687
*
```

**HOMO-LUMO gap**: 10.17 eV
**LUMO energy**: -0.1312 hartree
**Relative energy (zero: lowest compared OMol25 entry of this formula, charge and spin)**: 163.52 kJ/mol

Record 3
Entry from OMol25: a structure of composition C47H35Br2N4ORuSb (ωB97M-V/def2-TZVPD).

Geometry as ORCA input:
```
! RIJCOSX wB97M-V def2-TZVPD def2/J DEFGRID3
* xyz 2 5
H -0.440 3.160 -1.528
C -4.285 1.147 1.056
H 1.570 4.654 3.983
C 1.320 2.220 1.645
C -0.640 3.414 -2.560
C 0.582 -4.661 0.517
C -0.597 0.988 -3.111
H 1.076 2.251 3.788
C -0.728 2.397 -3.516
C 2.372 -4.919 -1.149
H 3.178 -5.506 -1.568
H -0.098 -2.982 5.396
N -4.771 -0.121 0.780
H -1.824 -1.371 -3.510
H -2.135 -2.322 1.872
C -2.162 2.271 0.767
H -1.219 -3.124 -5.148
Sb 0.895 0.173 1.376
C 0.276 -3.421 -0.049
Ru -0.838 -0.782 -0.681
H 2.942 -0.679 3.676
H -1.152 6.088 -4.560
N -2.652 -0.147 0.166
C -1.394 -3.011 1.489
C -1.083 0.344 3.703
N -0.709 -2.615 0.423
H -1.757 -4.518 2.966
C 3.421 -1.161 0.349
O 0.726 -1.740 -1.602
C 1.578 4.182 3.009
C -0.382 -2.055 4.914
H -2.161 4.295 1.422
C -1.775 -0.098 4.822
C 4.665 -1.586 2.793
C -1.425 -1.297 5.429
C 1.661 -5.409 -0.070
C 0.443 -2.021 -5.940
H -1.365 1.286 3.244
C -4.090 3.394 1.732
C -2.747 3.392 1.315
H 2.009 -0.689 -6.555
H -5.711 -0.453 0.927
C 1.895 4.326 0.627
H -2.580 0.501 5.228
C 1.022 -2.889 -1.163
C 4.676 -1.753 0.394
Br 2.127 -7.066 0.630
C -1.134 4.050 -5.221
C -0.239 -0.052 -4.108
C 5.294 -1.972 1.617
H -1.336 4.301 -6.253
C 1.873 4.930 1.877
C -1.166 -4.242 2.105
H 1.126 -2.217 3.405
H 2.960 -0.970 -0.615
C -4.886 2.276 1.606
C 0.310 -1.616 3.793
H -0.707 5.520 -2.196
Br 3.046 -3.014 -3.131
H 2.092 5.985 1.971
H 6.273 -2.433 1.654
H 1.394 1.072 -4.938
C -2.951 1.128 0.654
C 1.616 2.972 0.510
C -0.787 4.734 -2.936
C 3.412 -0.991 2.751
H 2.136 4.907 -0.254
C 1.176 -0.842 -5.883
H -1.067 1.945 -5.595
H -3.891 -1.863 -0.066
H -1.957 -1.634 6.309
C -0.633 -2.217 -5.083
N -0.806 0.641 -1.897
H -5.923 2.280 1.914
H -1.135 2.283 0.434
H -4.509 4.297 2.152
C 0.831 0.148 -4.977
C -0.185 -5.073 1.621
C 1.301 2.826 2.897
C -3.770 -0.839 0.250
H 5.175 -2.032 -0.525
H 5.156 -1.737 3.745
C -0.029 -0.409 3.184
C 2.075 -3.680 -1.700
H 0.011 -6.027 2.089
C -1.036 5.053 -4.267
C 2.779 -0.783 1.528
C -0.976 2.725 -4.852
H 1.636 2.504 -0.470
H 0.702 -2.782 -6.663
C -0.969 -1.238 -4.163
*
```

**HOMO-LUMO gap (spin up / spin down)**: 6.42 / 5.62 eV
**LUMO energy (spin up / spin down)**: -0.2204 / -0.2927 hartree
**Relative energy (zero: lowest compared OMol25 entry of this formula, charge and spin)**: 9.90 kJ/mol

Record 4
Entry from OMol25: the ion C3H6N3O2 with charge +1 at a distorted geometry (ωB97M-V/def2-TZVPD).

Geometry as ORCA input:
```
! RIJCOSX wB97M-V def2-TZVPD def2/J DEFGRID3
* xyz 1 1
H -1.874 0.465 1.106
N 2.440 -0.818 -0.341
H 0.065 1.489 -1.041
C 1.377 -0.658 -0.986
H -1.033 1.955 1.321
H 1.152 -0.506 -2.053
N -0.339 -1.359 0.673
N -1.553 1.311 0.553
H 3.371 -0.750 -0.758
C 0.186 -0.361 -0.195
C -0.331 0.852 -0.261
H -2.175 1.971 -0.036
O 0.090 -2.491 0.715
O -1.377 -1.101 1.303
*
```

**HOMO-LUMO gap**: 8.85 eV
**SMILES**: [H]/N=C/C(=C/[NH3+])[N+](=O)[O-]
**LUMO energy**: -0.2085 hartree
**Relative energy (zero: lowest compared OMol25 entry of this formula, charge and spin)**: 493.06 kJ/mol

> Which of these has the highest relative energy (zero: lowest compared OMol25 entry of this formula, charge and spin)?

C3H6N3O2

> Number 2 is which compound?

C2H9N2

Please write out number 3 again, unchanged.
Entry from OMol25: a structure of composition C47H35Br2N4ORuSb (ωB97M-V/def2-TZVPD).

Geometry as ORCA input:
```
! RIJCOSX wB97M-V def2-TZVPD def2/J DEFGRID3
* xyz 2 5
H -0.440 3.160 -1.528
C -4.285 1.147 1.056
H 1.570 4.654 3.983
C 1.320 2.220 1.645
C -0.640 3.414 -2.560
C 0.582 -4.661 0.517
C -0.597 0.988 -3.111
H 1.076 2.251 3.788
C -0.728 2.397 -3.516
C 2.372 -4.919 -1.149
H 3.178 -5.506 -1.568
H -0.098 -2.982 5.396
N -4.771 -0.121 0.780
H -1.824 -1.371 -3.510
H -2.135 -2.322 1.872
C -2.162 2.271 0.767
H -1.219 -3.124 -5.148
Sb 0.895 0.173 1.376
C 0.276 -3.421 -0.049
Ru -0.838 -0.782 -0.681
H 2.942 -0.679 3.676
H -1.152 6.088 -4.560
N -2.652 -0.147 0.166
C -1.394 -3.011 1.489
C -1.083 0.344 3.703
N -0.709 -2.615 0.423
H -1.757 -4.518 2.966
C 3.421 -1.161 0.349
O 0.726 -1.740 -1.602
C 1.578 4.182 3.009
C -0.382 -2.055 4.914
H -2.161 4.295 1.422
C -1.775 -0.098 4.822
C 4.665 -1.586 2.793
C -1.425 -1.297 5.429
C 1.661 -5.409 -0.070
C 0.443 -2.021 -5.940
H -1.365 1.286 3.244
C -4.090 3.394 1.732
C -2.747 3.392 1.315
H 2.009 -0.689 -6.555
H -5.711 -0.453 0.927
C 1.895 4.326 0.627
H -2.580 0.501 5.228
C 1.022 -2.889 -1.163
C 4.676 -1.753 0.394
Br 2.127 -7.066 0.630
C -1.134 4.050 -5.221
C -0.239 -0.052 -4.108
C 5.294 -1.972 1.617
H -1.336 4.301 -6.253
C 1.873 4.930 1.877
C -1.166 -4.242 2.105
H 1.126 -2.217 3.405
H 2.960 -0.970 -0.615
C -4.886 2.276 1.606
C 0.310 -1.616 3.793
H -0.707 5.520 -2.196
Br 3.046 -3.014 -3.131
H 2.092 5.985 1.971
H 6.273 -2.433 1.654
H 1.394 1.072 -4.938
C -2.951 1.128 0.654
C 1.616 2.972 0.510
C -0.787 4.734 -2.936
C 3.412 -0.991 2.751
H 2.136 4.907 -0.254
C 1.176 -0.842 -5.883
H -1.067 1.945 -5.595
H -3.891 -1.863 -0.066
H -1.957 -1.634 6.309
C -0.633 -2.217 -5.083
N -0.806 0.641 -1.897
H -5.923 2.280 1.914
H -1.135 2.283 0.434
H -4.509 4.297 2.152
C 0.831 0.148 -4.977
C -0.185 -5.073 1.621
C 1.301 2.826 2.897
C -3.770 -0.839 0.250
H 5.175 -2.032 -0.525
H 5.156 -1.737 3.745
C -0.029 -0.409 3.184
C 2.075 -3.680 -1.700
H 0.011 -6.027 2.089
C -1.036 5.053 -4.267
C 2.779 -0.783 1.528
C -0.976 2.725 -4.852
H 1.636 2.504 -0.470
H 0.702 -2.782 -6.663
C -0.969 -1.238 -4.163
*
```

**HOMO-LUMO gap (spin up / spin down)**: 6.42 / 5.62 eV
**LUMO energy (spin up / spin down)**: -0.2204 / -0.2927 hartree
**Relative energy (zero: lowest compared OMol25 entry of this formula, charge and spin)**: 9.90 kJ/mol

> Which formula does entry 1 have?

C35H45BN8RuTe